C7H7F2NOP | ωB97M-V/def2-TZVPD

XYZ file:
```
19
Properties=species:S:1:pos:R:3:forces:R:3
C 2.4967 0.7676 0.0968 -1.858 -0.069 -1.025
C 1.9803 2.0561 -0.0236 2.236 1.746 1.133
C 1.6595 -0.3164 -0.0429 -3.767 2.352 0.155
C 0.6146 2.3372 -0.0265 0.213 -0.143 -0.222
C 0.2824 -0.0143 -0.1205 -1.057 -2.084 0.695
C -0.2309 1.2793 -0.0204 -0.621 -2.426 -0.876
C -0.9777 -2.5755 0.0827 4.108 1.846 -3.442
N -0.9323 -1.0873 -0.1495 0.465 2.666 0.860
O -1.6903 1.2965 -0.1082 1.857 0.751 0.816
F -3.2718 -0.2017 1.2097 1.971 -0.468 -1.434
F -3.2371 -0.2120 -1.1580 0.852 -0.618 1.275
P -2.2232 -0.1422 0.0289 -2.278 0.489 -1.212
H 3.4892 0.4684 0.1476 1.968 0.479 0.202
H 2.7676 2.9007 0.0454 -1.742 -1.291 -0.306
H 1.9338 -1.2943 -0.0552 1.137 -2.586 -0.007
H 0.1550 3.2848 -0.0937 0.134 1.228 0.071
H -0.1930 -2.7900 0.7681 0.045 -0.547 0.987
H -1.9384 -2.7357 0.3310 -3.026 -1.442 1.198
H -0.6843 -3.0211 -0.9115 -0.637 0.118 1.131
```
Positions in Å, forces in eV/Å.

The highest occupied orbital energy comes out at -13.65 eV. The charge is +1. The lowest unoccupied orbital energy is -0.14273 hartree. The molar mass is 190.11 g/mol. As for the gap between HOMO and LUMO: 9.8 eV.


C7H7F2O2P | ωB97M-V/def2-TZVPD

XYZ file:
```
19
Properties=species:S:1:pos:R:3:forces:R:3
C 1.3402 2.3447 -0.8139 -0.756 -2.161 0.888
C 1.2880 0.9426 -0.6103 -0.414 1.384 -0.012
C 0.7900 3.1891 0.0706 -0.185 2.038 2.975
C 0.7033 0.5359 0.5726 -0.926 -1.121 0.226
C 0.1253 2.7329 1.2951 0.901 0.785 -2.845
C 0.0740 1.4077 1.4984 1.404 -1.468 -0.161
C -1.9915 -1.2899 0.1194 1.082 -1.065 -2.009
O -2.9126 -1.0169 0.9391 -1.526 2.195 1.636
O -2.1814 -2.5630 -0.2638 -0.389 -0.942 0.071
F -0.5142 3.5640 2.0746 -0.205 1.060 0.856
F -0.4008 0.8143 2.6338 -0.134 1.047 -0.612
P 0.2197 -1.1565 1.0813 2.901 -1.715 0.787
H 1.7033 2.7784 -1.6768 1.169 0.520 -1.715
H 1.6603 0.3443 -1.4411 -0.142 -0.486 0.717
H 1.1338 4.2573 -0.0289 -1.274 -0.944 0.223
H -3.5761 -1.6751 1.1820 0.073 -0.824 -0.239
H -1.4887 -2.9804 -0.7926 0.086 0.756 -0.023
H 0.8130 -1.8674 -0.0196 -0.363 0.286 0.147
H 1.4909 -1.4990 1.9271 -1.302 0.654 -0.909
```
Positions in Å, forces in eV/Å.

The highest occupied orbital energy comes out at -7.92 eV. The lowest unoccupied orbital energy is 0.02080 hartree. The value obtained for the relative energy (zero: lowest compared OMol25 entry of this formula, charge and spin) is 3.921 eV. The molar mass is 192.10 g/mol. As for the gap between HOMO and LUMO: 8.5 eV.


C7H7F3N2S | ωB97M-V/def2-TZVPD

XYZ file:
```
20
Properties=species:S:1:pos:R:3:forces:R:3
C 3.1419 -0.2904 0.4480 0.227 -0.444 0.268
C 3.1274 -1.5931 0.7497 -0.036 0.148 -0.062
C 1.2833 -0.8865 -0.8217 -0.129 -0.907 0.106
C -1.0715 1.2392 1.0114 -1.246 -0.440 -0.707
C -1.4587 2.0238 -0.2084 -0.158 -0.070 -0.091
C -2.0856 0.7744 0.3426 1.078 0.568 0.410
C -3.0841 -0.2809 0.1338 -0.344 -0.570 0.047
N 2.1319 0.0937 -0.4013 0.294 0.584 0.146
N 0.3301 -0.6606 -1.6094 -0.525 0.429 -0.507
F -3.0651 -1.1969 1.1176 0.128 0.089 0.125
F -4.3388 0.1983 0.0791 0.049 0.235 0.007
F -2.8857 -0.9557 -1.0136 0.151 0.173 -0.079
S 1.8109 -2.4216 -0.0427 -0.196 0.409 -0.229
H 3.8468 0.4416 0.7967 0.089 0.088 0.048
H 3.7974 -2.1400 1.3794 0.214 0.022 0.163
H 2.0172 1.0336 -0.7430 -0.060 -0.076 -0.047
H -0.4128 1.1577 1.8402 0.327 -0.085 0.351
H -1.9835 2.9654 -0.0960 -0.050 0.098 0.044
H -0.8520 1.9456 -1.1014 0.112 -0.059 -0.117
H -0.2491 -1.4476 -1.8609 0.076 -0.192 0.123
```
Positions in Å, forces in eV/Å.

The highest occupied orbital energy comes out at -7.99 eV. As for the structure (SMILES): [H]/N=c1/[nH]ccs1.FC(F)(F)C1=CC1. The lowest unoccupied orbital energy is 0.02226 hartree. The value obtained for the relative energy (zero: lowest compared OMol25 entry of this formula, charge and spin) is 0.000 eV. The molar mass is 208.21 g/mol. As for the gap between HOMO and LUMO: 8.6 eV.


C7H7FN3O4 | ωB97M-V/def2-TZVPD

XYZ file:
```
22
Properties=species:S:1:pos:R:3:forces:R:3
C -1.5809 1.9974 0.3760 1.528 -0.471 -0.071
C -2.3456 0.9176 -0.2871 0.396 1.400 -1.352
C -0.6804 -0.7590 -0.9058 -2.431 0.565 -1.262
C -3.4740 -2.0494 0.9972 -0.373 0.949 1.085
C -0.3503 2.4100 0.1179 0.379 -1.143 0.385
C 0.5182 -0.6154 -0.3399 2.165 0.976 1.024
C 0.9421 2.6272 -0.0110 -1.316 0.126 -0.869
N -1.8778 -0.0696 -0.9248 0.889 -2.080 0.575
N 1.6512 -1.2504 -0.7380 -1.029 1.049 1.025
N 4.5881 -0.9422 0.8176 3.564 -0.534 -0.001
O -2.7391 -2.8493 1.3362 1.718 -2.095 -0.113
O 3.4646 -0.5968 1.1220 -2.722 0.695 0.360
O -4.2324 -1.1979 0.8921 -1.426 1.126 -0.968
O 4.7563 -1.5575 -0.2473 -0.587 0.009 -0.065
F -0.7836 -1.7829 -1.8828 0.525 0.494 0.678
H -1.9673 2.4031 1.2605 -1.018 0.829 1.103
H -3.3768 1.1586 -0.5742 0.069 0.049 0.526
H 1.1805 3.3872 -0.7605 0.553 -0.150 0.437
H 0.7851 0.0377 0.5166 -1.117 -0.028 -0.840
H 1.6943 1.9442 0.4099 -0.286 0.579 -0.114
H 1.3757 -2.1109 -1.1078 0.660 -1.709 -1.043
H 2.4521 -1.1018 -0.0669 -0.142 -0.637 -0.499
```
Positions in Å, forces in eV/Å.

The highest occupied orbital energy comes out at -3.88 eV. The charge is -1. The lowest unoccupied orbital energy is 0.09760 hartree. The value obtained for the relative energy (zero: lowest compared OMol25 entry of this formula, charge and spin) is 2.467 eV. The molar mass is 216.15 g/mol. As for the gap between HOMO and LUMO: 6.5 eV.


C7H7InO6S | ωB97M-V/def2-TZVPD

XYZ file:
```
22
Properties=species:S:1:pos:R:3:forces:R:3
O -2.0497 -3.1518 0.8772 -1.383 -1.800 -0.807
C -2.7195 -4.0235 0.5288 1.439 1.864 0.781
In -0.1580 0.0693 -0.8889 -0.075 1.194 2.005
O 1.3707 -1.7134 1.7195 -0.940 1.326 -3.260
C 1.0427 -1.2467 0.7297 1.448 -1.593 3.732
C 1.4171 2.1138 -0.0918 0.806 2.195 1.690
O 1.8125 2.9713 0.5517 -1.151 -2.690 -2.111
C -1.7790 3.3259 -0.4600 -2.468 0.340 1.361
O -2.7435 3.5431 0.1167 2.469 -0.412 -1.480
C 1.8864 -0.6048 -2.9750 0.932 -1.819 -2.798
O 2.1260 -1.2468 -3.8925 -0.656 1.978 2.773
H -0.3222 -1.2386 -1.8913 -0.719 0.198 -0.333
C -1.5877 2.1769 3.3619 -0.293 0.212 -0.190
S -0.5356 0.9551 2.5544 -0.198 -0.037 0.678
C -1.2177 -0.5130 3.3550 0.255 -0.046 0.494
O -1.0032 0.9605 1.0757 -0.055 -0.716 -1.918
H -1.1773 2.4094 4.3560 -0.015 -0.274 -0.307
H -2.6146 1.7952 3.4278 0.336 0.050 -0.011
H -1.5911 3.0841 2.7582 0.206 -0.019 0.001
H -2.1383 -0.2655 3.9004 0.328 -0.101 -0.233
H -1.4056 -1.3501 2.6723 0.200 0.370 -0.045
H -0.4061 -0.7699 4.0537 -0.465 -0.219 -0.023
```
Positions in Å, forces in eV/Å.

The highest occupied orbital energy comes out at -17.97 eV. The charge is +2. The lowest unoccupied orbital energy is -0.36609 hartree. The value obtained for the relative energy (zero: lowest compared OMol25 entry of this formula, charge and spin) is 0.000 eV. The molar mass is 334.01 g/mol. As for the gap between HOMO and LUMO: 8.0 eV.


C7H7MoN5O3S | ωB97M-V/def2-TZVPD

XYZ file:
```
24
Properties=species:S:1:pos:R:3:forces:R:3
Mo -0.7766 -0.0999 1.0982 -0.959 -0.167 1.155
N -3.5596 -3.0326 -0.8377 -0.147 -0.174 -0.024
C -2.6196 -2.1688 -0.5289 0.300 0.547 0.643
S -2.6982 -1.3673 1.0870 0.069 -0.048 -0.519
N -1.6702 -1.8255 -1.3366 -0.296 -0.459 -0.763
N -0.7606 -0.9813 -0.8417 0.136 -0.013 -0.552
C 0.1727 -0.6076 -1.6703 -0.353 -0.262 0.096
C 1.1906 0.2246 -1.0987 0.323 0.198 0.166
C 2.3303 0.6945 -1.7277 -0.291 -0.166 -0.061
C 3.2410 1.4386 -0.9906 0.018 0.105 0.268
C 2.9993 1.6748 0.3610 0.082 -0.055 -0.226
C 1.8424 1.1876 0.9294 -0.051 0.021 0.085
N 0.9397 0.4837 0.2158 1.351 0.571 -0.743
H -4.2985 -3.2707 -0.1967 -0.045 0.009 0.026
H -3.5453 -3.4921 -1.7382 0.033 0.019 -0.027
H 0.1573 -0.9573 -2.6953 0.059 -0.031 -0.008
H 2.4976 0.4755 -2.7738 -0.012 -0.002 0.001
H 4.1369 1.8279 -1.4561 -0.004 -0.022 -0.026
H 3.6987 2.2299 0.9699 -0.001 -0.010 0.008
H 1.6402 1.3429 1.9834 -0.048 0.067 -0.034
O -0.8963 1.9128 1.6553 0.051 -0.242 -0.197
N -1.2531 1.6159 2.8720 -0.174 0.925 0.545
O -1.4549 2.3815 3.7243 0.046 -0.469 -0.454
O -1.3139 0.3129 2.9961 -0.088 -0.345 0.640
```
Positions in Å, forces in eV/Å.

The highest occupied orbital energy (spin up / spin down) comes out at -16.36 / -16.39 eV. The charge is +2. The lowest unoccupied orbital energy (spin up / spin down) is -0.38701 / -0.35940 hartree. The multiplicity is 3. The molar mass is 337.17 g/mol. As for the gap between HOMO and LUMO (spin up / spin down): 5.8 / 6.6 eV.


C7H7N | ωB97M-V/def2-TZVPD

XYZ file:
```
15
Properties=species:S:1:pos:R:3:forces:R:3
C 0.9082 0.6937 -0.7212 0.083 -2.899 -3.367
C 1.4480 1.7870 -0.1316 1.921 1.142 -1.775
C 1.4445 1.8793 1.2663 0.517 2.559 -2.327
C 0.5882 1.0097 1.9295 1.851 3.452 3.418
C 0.0451 0.0422 1.2348 -3.161 -3.249 0.069
C -2.6580 -3.2340 -2.0910 -3.805 1.814 1.345
C -1.9431 -2.3184 -1.5977 1.371 -2.596 -0.273
H 1.2511 0.1970 -1.8191 -1.266 2.247 2.675
H 1.9264 2.4626 -0.9409 -0.175 -0.690 2.262
H 2.1080 2.7656 1.4815 -1.238 -1.117 1.359
H 0.2543 1.1360 2.9819 0.974 -0.201 -0.658
H -0.5361 -0.7170 1.8010 0.039 0.559 -0.600
H -4.0587 -3.6493 -2.2110 5.412 1.353 0.227
H -0.9073 -1.9330 -1.1294 -3.005 -0.482 -1.268
N 0.1293 -0.1215 -0.0532 0.484 -1.892 -1.087
```
Positions in Å, forces in eV/Å.

The highest occupied orbital energy comes out at -9.79 eV. The lowest unoccupied orbital energy is 0.02417 hartree. The value obtained for the relative energy (zero: lowest compared OMol25 entry of this formula, charge and spin) is 5.458 eV. The molar mass is 105.14 g/mol. As for the gap between HOMO and LUMO: 10.4 eV.


C7H7N | ωB97M-V/def2-TZVPD

XYZ file:
```
15
Properties=species:S:1:pos:R:3:forces:R:3
C 1.2147 -1.2020 -0.2008 3.455 1.089 -1.409
C 1.6719 0.1210 -0.2285 0.439 -1.637 -0.271
C 0.8165 1.1609 0.2290 0.932 -1.006 2.667
C -0.4024 0.7693 0.7653 4.752 2.777 2.981
C -0.6630 -0.5841 0.9351 2.331 -3.685 3.274
C -1.2608 0.5947 -0.7758 -2.905 2.607 -5.854
C -1.4572 -0.5846 -0.6336 -5.322 -3.527 -5.998
H 1.7750 -2.0472 -0.7009 -0.472 1.190 0.868
H 2.6803 0.4874 -0.5574 -1.058 -1.089 -0.112
H 1.1607 2.1670 0.0923 -0.418 0.495 0.039
H -1.0852 1.5453 1.0609 -0.344 -0.168 0.788
H -1.6574 -0.8239 1.3025 0.236 -0.186 0.865
H -0.8940 1.6082 -0.8772 -1.719 -0.889 -1.052
H -1.9800 -1.6297 -0.8586 1.501 2.825 0.818
N 0.0810 -1.5822 0.4478 -1.409 1.204 2.395
```
Positions in Å, forces in eV/Å.

The highest occupied orbital energy comes out at -5.82 eV. As for the structure (SMILES): C1=C[C@H]2C=C[C@H]2N=C1. The lowest unoccupied orbital energy is -0.02175 hartree. The value obtained for the relative energy (zero: lowest compared OMol25 entry of this formula, charge and spin) is 9.262 eV. The molar mass is 105.14 g/mol. As for the gap between HOMO and LUMO: 5.2 eV.


C7H7N2 | ωB97M-V/def2-TZVPD

XYZ file:
```
16
Properties=species:S:1:pos:R:3:forces:R:3
C 1.4830 -0.2804 1.4679 0.676 -2.239 1.850
C 0.6386 0.8691 1.5216 -1.053 0.173 -2.422
C 2.3156 -0.7185 0.5005 0.603 -1.008 1.206
C -0.4299 1.3307 0.7821 2.032 1.305 2.320
C 2.5246 -0.1509 -0.7807 -0.759 0.825 -0.127
C -1.2563 0.5980 0.0013 -1.478 -2.603 -1.941
C -2.6015 -0.7039 -1.7150 -1.487 -3.356 1.740
N 2.6520 0.4535 -1.7490 0.069 -0.177 -0.236
N -1.9912 -0.0564 -0.6099 0.798 1.710 0.254
H 1.6265 -0.6691 2.5900 -0.116 0.379 -2.709
H 1.1579 1.4388 2.2270 -0.181 2.026 1.115
H 3.0604 -1.5121 0.7310 -0.781 0.567 0.078
H -0.7561 2.3707 0.8479 0.163 -0.184 0.396
H -1.9116 -0.8539 -2.5024 0.629 0.168 -0.826
H -3.5868 -0.3843 -2.0025 -0.028 1.296 -0.090
H -2.9253 -1.7315 -1.3099 0.913 1.117 -0.609
```
Positions in Å, forces in eV/Å.

The highest occupied orbital energy comes out at -14.15 eV. The charge is +1. As for the structure (SMILES): C[N+]#C/C=C\C=C/C#N. The lowest unoccupied orbital energy is -0.20889 hartree. The value obtained for the relative energy (zero: lowest compared OMol25 entry of this formula, charge and spin) is 2.074 eV. The molar mass is 119.15 g/mol. As for the gap between HOMO and LUMO: 8.5 eV.


C7H7N2O2 | ωB97M-V/def2-TZVPD

XYZ file:
```
18
Properties=species:S:1:pos:R:3:forces:R:3
C -0.4357 -0.9111 -1.1426 2.793 0.288 0.739
C -0.7555 -0.2947 0.9452 0.871 -0.522 -1.746
C -1.9054 -0.1226 0.2174 1.435 -1.542 0.487
C 2.2415 1.4532 -1.6745 0.909 -1.639 2.111
C 2.6587 0.7772 -0.7497 -0.441 1.712 -1.715
C 3.3563 0.0312 0.3212 0.540 -1.244 0.318
C -3.1887 0.1569 0.8630 -2.593 1.039 -0.567
N -1.6696 -0.5084 -1.1026 -0.958 0.007 0.544
N 0.2111 -0.8149 0.1073 -2.927 0.767 -1.254
O 2.7121 -0.9077 0.8640 -0.530 0.320 0.097
O 4.5354 0.3081 0.5135 0.429 0.670 -0.053
H 0.1843 -1.1378 -2.0545 -1.043 0.088 1.125
H 1.8904 1.9959 -2.4873 -0.440 0.550 -0.757
H -0.4396 -0.0425 1.9199 -0.208 0.180 1.008
H -3.8037 0.7096 0.0035 0.691 -0.835 2.315
H -3.8396 -0.7291 1.2811 1.379 1.327 -1.130
H -2.9553 0.7930 1.7726 -0.696 -0.348 -1.174
H 1.2032 -0.7562 0.4024 0.788 -0.820 -0.348
```
Positions in Å, forces in eV/Å.

The highest occupied orbital energy comes out at -4.97 eV. The charge is -1. The lowest unoccupied orbital energy is 0.13470 hartree. The value obtained for the relative energy (zero: lowest compared OMol25 entry of this formula, charge and spin) is 1.791 eV. The molar mass is 151.15 g/mol. As for the gap between HOMO and LUMO: 8.6 eV.


C7H7N2OS | ωB97M-V/def2-TZVPD

XYZ file:
```
18
Properties=species:S:1:pos:R:3:forces:R:3
C 1.2542 2.1524 -0.9065 1.838 0.933 -1.598
C 1.7891 2.0795 0.3900 1.377 1.071 1.041
C 0.2608 1.2018 -0.9139 0.600 -0.672 1.310
C -4.6578 0.7248 0.5607 -1.547 0.873 2.216
C -1.0795 -1.5729 0.2569 -1.405 -1.315 -0.186
C -0.5198 -1.3993 1.6314 1.445 -0.531 0.115
C -0.8190 -0.2314 0.8381 -2.318 1.424 0.086
N 1.0993 1.1867 1.1311 1.101 0.352 0.734
N 0.2085 0.6233 0.3531 -0.490 0.357 -2.206
O -4.7974 1.1270 1.6423 1.211 -0.282 -0.569
S -5.0292 0.2425 -0.8564 0.534 -0.620 -1.594
H 1.6889 2.6821 -1.8661 -1.051 -1.056 2.316
H 2.7089 2.6259 0.8723 -2.147 -1.076 -1.070
H -0.1230 0.7569 -1.7815 -1.177 -0.524 -0.651
H -0.4738 -2.0397 -0.4970 0.543 -0.156 -0.361
H -2.1111 -2.1007 0.3347 1.311 1.398 -0.726
H -1.1723 -1.7942 2.3737 -0.318 0.290 1.087
H 0.5244 -1.6054 1.7933 0.493 -0.466 0.056
```
Positions in Å, forces in eV/Å.

The highest occupied orbital energy comes out at -1.47 eV. The charge is -1. The lowest unoccupied orbital energy is 0.09951 hartree. The value obtained for the relative energy (zero: lowest compared OMol25 entry of this formula, charge and spin) is 2.212 eV. The molar mass is 167.21 g/mol. As for the gap between HOMO and LUMO: 4.2 eV.


C7H7N2PS | ωB97M-V/def2-TZVPD

XYZ file:
```
18
Properties=species:S:1:pos:R:3:forces:R:3
C -1.9679 -1.4828 3.2458 -2.051 -1.539 0.520
C -1.6887 -1.7799 1.8734 -1.360 -1.450 -0.591
C -1.1588 -0.5876 3.8195 1.100 0.422 2.331
C -0.5958 -1.1034 1.4449 0.849 1.024 0.206
C 0.3773 -0.7096 -2.2446 1.523 2.611 -0.948
C -0.0751 -1.0854 0.1430 0.542 -0.033 -0.737
C 1.9356 2.8503 -2.9929 2.745 -0.434 0.114
N 0.9805 0.4337 -2.6517 0.731 0.585 1.034
N 0.1345 -1.0020 -1.0210 -0.570 -0.367 3.446
P 1.8654 1.5030 -1.7398 -0.940 -1.285 -0.587
S 0.1146 -0.1585 2.7673 0.165 0.207 -0.974
H -2.7554 -1.9447 3.8889 0.559 0.286 -1.056
H -2.2247 -2.5024 1.1553 0.645 1.334 1.577
H -1.1184 -0.3344 4.9508 -0.118 -0.253 -2.398
H 0.0931 -1.3812 -2.9628 -0.840 -1.619 -1.608
H 0.9968 3.3164 -2.8263 -0.803 0.713 -1.021
H 2.2961 2.4123 -3.9287 -1.502 -0.176 -0.387
H 2.7907 3.5564 -2.9211 -0.676 -0.026 1.079
```
Positions in Å, forces in eV/Å.

The highest occupied orbital energy (spin up / spin down) comes out at -6.55 / -6.63 eV. The lowest unoccupied orbital energy (spin up / spin down) is -0.01372 / -0.01769 hartree. The molar mass is 182.19 g/mol. As for the gap between HOMO and LUMO (spin up / spin down): 6.2 / 6.1 eV.